1 | # H80O40

A 40-piece molecular cluster, H80O40 overall (wB97M-V/def2-TZVPD, OMol25).

Structure (XYZ):
```
120
H80O40 | OMol25 | wB97M-V/def2-TZVPD
O 3.56514 2.11143 -0.84947
H -0.98283 -0.43972 -1.00814
H -4.68797 0.96540 -4.84060
O 5.83503 -2.07712 0.82410
H 3.06700 -5.86622 1.16846
H -1.09174 1.19064 -4.81707
O 0.65442 5.20523 -0.20441
H 5.89569 3.33612 -0.11154
H 0.20581 3.94062 -5.07457
H -1.21977 4.04127 -4.68707
H 2.97087 -4.62609 -3.48237
H 6.38566 -2.36387 1.55361
O -0.68677 -2.12359 5.84828
O 4.09465 4.30351 2.78024
H 3.12775 -0.70930 4.15510
H -3.55365 0.56300 -1.03034
O 0.03488 -5.39640 3.59688
H -1.93477 -0.60048 0.16521
H -0.47882 -4.58263 3.62739
O 1.56119 3.79777 1.84077
O 3.17489 5.59345 -0.12934
H -5.05237 -0.21420 0.81429
H 2.13013 0.37472 -5.21134
O -3.15689 -3.85463 3.43380
O 0.54808 1.53543 1.12573
H -2.37936 0.44658 4.94467
O 5.22234 4.00297 -0.01796
H 1.64254 5.46504 -0.16388
O 3.25983 -0.21691 4.95106
O 0.32592 -6.50545 0.19443
O 0.05132 -2.18959 -2.66551
H -3.27090 -3.42972 2.58064
H 2.67623 1.80187 -3.85494
H -2.89391 2.97806 0.96982
H -0.42490 1.58351 1.12779
H -5.39622 -0.29367 2.40546
H 3.52164 5.46986 -1.01275
H -0.05793 0.83781 -2.97575
H -1.88379 1.05301 -2.42334
H 2.96819 1.44618 -1.24211
H 3.00374 -2.70778 -1.22908
O -0.23490 1.08573 -5.20683
O -2.50202 1.31207 5.34021
O 2.08601 -2.47873 -0.94894
H 4.00525 -4.66403 1.32187
O -4.32494 0.46953 -1.60813
O -1.47000 3.54095 -0.65163
H -4.03991 1.04331 -3.46352
H 1.69351 -3.91501 -3.76625
H -1.62539 2.48498 -2.91936
H -0.07662 -1.15659 2.93449
O -3.16545 5.96029 -0.66126
H -0.66890 4.09992 -0.64270
O 0.24581 -0.74231 3.75527
O -5.22397 0.25121 1.64602
H -1.24092 2.81036 -1.24765
H 2.03051 3.70373 1.01582
O 2.87818 -0.19257 -4.99525
H 5.05502 4.32239 0.88058
H 3.86713 3.37970 2.77829
H 1.09731 3.01789 2.21233
O -1.47159 -2.59229 1.65768
H -1.94703 -2.50559 2.46337
H -3.54937 -1.28927 0.28962
H -1.46744 -1.89673 5.32985
H 0.35640 4.72213 0.58457
O -4.29203 -1.86326 0.25479
H -3.82327 -4.51144 3.58915
H -2.02650 -2.68817 0.84488
H -3.38412 1.27274 2.47597
O 0.60138 -1.03767 0.21990
H 3.00295 -0.81013 -5.71057
O 2.31216 -4.53374 -4.17862
O 1.15143 -3.62976 1.34076
O 1.82459 2.22594 -3.80913
H 0.66796 -5.22214 2.89218
H -3.55012 3.99271 0.10910
H 0.41421 1.78813 -5.26630
H -2.54513 -1.76491 -3.74462
H 0.20667 -2.35459 -3.60731
H 1.79120 -0.53839 1.59450
H 0.03112 -1.42750 4.40984
O -3.73594 3.11981 0.51985
H 1.31042 -1.11973 -0.39722
H -2.71141 -2.93456 -1.42949
H -4.37983 1.45384 -1.55810
H -2.21665 0.57520 2.93838
H 5.12638 -1.57970 1.25634
H -2.89800 5.31564 -1.33745
H 0.36661 -0.45444 -2.85464
O 2.62912 -0.66467 2.05548
H 0.64782 1.78178 0.19476
O -4.02635 1.46593 -4.35450
H -1.74578 1.88118 5.16538
H -0.94813 -3.01455 6.14992
O -0.34935 4.33092 -4.40360
H 0.62999 -0.25074 0.75196
H -2.48173 -4.30324 -0.77046
H 0.90781 -6.03216 -0.39772
H -4.49627 -2.72773 0.56773
H 0.46101 -3.05871 0.92571
H 3.38079 1.87659 0.08297
H 0.47069 -6.30185 1.11963
H 2.76522 -0.52097 5.69099
O -1.59570 1.55349 -3.20091
O -2.66302 -3.36932 -0.56734
H -2.28125 6.19636 -0.34051
H 2.30971 -3.00544 -0.13070
O 0.48616 0.38395 -2.25476
O -2.41826 1.38022 2.45348
O -2.82604 -2.68917 -3.88807
O -1.84755 -0.12105 -0.66118
H 2.89513 0.16008 2.48796
H 0.88071 -3.43129 2.23783
H -3.77145 -2.60144 -4.09079
H 1.26167 1.73542 -3.18306
H 3.49125 4.97010 0.52525
H 0.57429 -2.74438 -2.06893
H 3.35553 4.82819 3.11108
O 3.98286 -5.59853 1.06566
```

Results
HOMO energy	-10.6	eV
E_LUMO	-0.909	eV
gap between HOMO and LUMO	0.356	Eh
net charge	0
multiplicity	1

=====

2 | # H80O40

A 40-piece molecular cluster, H80O40 overall (wB97M-V/def2-TZVPD, OMol25).

Structure (XYZ):
```
120
H80O40 | OMol25 | wB97M-V/def2-TZVPD
H 4.47013 -1.32697 -0.33427
O 0.91413 -2.47591 1.74771
H -1.09031 -1.10409 -0.44146
O 3.28373 0.34463 4.51645
H -2.00852 0.33602 3.28745
H -0.01569 -5.10225 0.22387
H 4.84020 -3.28747 -1.98549
H 2.59192 -3.65409 0.14893
H 5.47179 1.93866 -2.73576
O -5.15299 -0.36227 -0.00603
H -2.06880 -3.96289 2.80105
O -1.42968 -3.89742 -0.38320
O 5.18206 2.19285 -1.87701
H -4.82671 0.18459 0.74169
H -0.42592 -4.10567 4.62200
O 4.08812 -0.78470 -1.03954
H -0.55623 1.95785 -2.69741
H -1.46748 1.95556 2.11749
H 4.23159 -1.38619 -1.81887
H -3.78258 3.34975 -3.05477
H 3.35350 -0.25376 1.02129
H 0.87054 -5.10231 -1.14205
O -5.14271 -3.68214 0.34890
H -3.56768 -0.64960 -3.90391
O -0.05341 -3.26281 4.33118
H 2.29693 -3.68028 1.71635
H 0.89897 -1.03296 -4.86261
H -4.35614 -0.89922 0.18023
O -3.94718 -1.04783 -4.71298
H -2.37429 -1.69774 4.81957
H 0.80714 -1.57639 1.46616
H 2.13228 -0.07438 -4.46010
H -3.56314 1.68864 2.63975
H 3.47724 -5.42612 -0.97341
H -2.32720 2.96851 -0.81902
O 3.38893 -0.11980 1.97053
H 2.61115 -1.54696 -0.89654
O -5.48671 2.38132 -0.70568
H -5.28133 1.48646 -1.01300
O 1.87437 -2.19668 -0.76224
H 2.41012 0.68516 4.29545
O -1.64420 -1.15320 5.13782
H -5.39936 -2.95684 0.92920
H -1.81716 -0.10360 -2.38659
H -3.04236 0.60167 -2.54150
O -1.61952 4.32447 3.61848
H 3.86553 4.81089 -0.22151
H 4.98283 1.45012 -1.29703
H 2.16666 3.57253 2.09867
H 3.90956 0.69112 2.01637
O 2.94203 3.99681 -1.46512
H -1.66311 3.46885 1.88246
H -2.57216 -4.87225 1.64194
O -2.46234 -4.81609 2.59603
O 5.05258 -2.66791 -2.68835
H 3.37995 3.31063 -1.98002
H 4.56760 4.66901 1.04085
H 0.61983 -6.42907 0.89589
O 0.78649 2.10053 1.26402
H 0.77894 2.78176 0.58513
H 3.33019 2.01308 -0.88600
H -2.13140 -1.16470 -6.32091
O -2.17030 0.98699 -0.30646
H -0.98435 -3.07729 -0.63694
O -0.26597 4.28907 -2.86364
O -0.01313 -6.06700 0.28017
H 3.04474 -4.56525 -1.96274
H 5.97698 -2.44517 -2.54337
O -1.39529 -1.41981 -5.78839
H 0.84099 -3.59119 4.16940
H 5.54184 -2.15967 1.51557
H -0.04562 1.77381 5.27476
H -4.61939 -0.51781 -5.10139
H 1.90618 5.01493 1.71048
H -0.89292 -1.67578 4.81833
O 2.31647 4.20755 1.38416
H -5.82943 2.07373 0.14558
H -3.49720 3.94288 -4.59821
H 0.86159 -2.85153 0.86554
O 5.77714 -2.71886 0.77014
O -2.16945 2.65132 1.88638
H -1.62736 3.90193 4.48744
O 3.30518 1.93467 0.06305
H 3.34679 -0.41632 3.94033
H 5.13547 -3.43294 0.66877
O -1.46759 0.27840 2.49147
H -0.70198 4.75658 -3.58427
O 4.42371 5.34883 0.38353
O 1.31140 -0.46165 -4.20926
O -2.76082 -0.32167 -2.44413
O 2.93413 -3.93519 1.02880
H 1.49272 -2.53883 -1.57026
H -1.20861 0.98190 -0.32379
H -0.43801 -1.01325 1.13195
O -4.31194 1.07656 2.56507
H -2.17834 -3.38767 -0.02958
H -0.55439 1.07597 4.13545
O -3.60074 3.23667 -3.98478
O 3.90768 -4.95543 -1.70515
H 2.80117 2.74240 0.31807
H -2.63109 5.66378 -1.12659
O -1.76555 5.96602 -1.50452
H -3.53045 3.76844 -0.31621
H 1.27994 1.46775 0.71416
H -5.68736 -3.55591 -0.42135
H -1.05111 3.97166 -2.40498
H 0.27344 -4.67991 -2.59135
O -2.90474 3.70245 -1.04064
H -2.53643 4.06532 3.44766
O -1.18981 -1.35948 0.48120
H -1.28294 5.70711 -0.70840
H 0.79344 1.24934 -2.02383
H -1.89593 -0.37233 1.89771
O 1.01058 -4.66338 -1.97960
H 2.59360 4.70624 -2.01395
H -2.51418 1.30046 0.53301
O -0.15164 1.28115 -2.15231
H -1.81812 -1.68595 -4.96734
O -0.42023 1.99986 4.41058
H -5.06351 1.34655 3.09411
```

Results
HOMO energy	-10.0	eV
E_LUMO	-0.538	eV
gap between HOMO and LUMO	0.349	Eh
net charge	0
multiplicity	1

=====

3 | # H80O40

A 40-piece molecular cluster, H80O40 overall (wB97M-V/def2-TZVPD, OMol25).

Structure (XYZ):
```
120
H80O40 | OMol25 | wB97M-V/def2-TZVPD
H 0.20345 -1.75540 5.08450
H -0.47074 -4.75316 -1.06424
H -3.18857 1.01775 5.01655
H 2.52360 -2.42919 2.88788
O -0.96309 1.63291 5.65604
H 3.56919 4.32742 -1.20880
H -4.79253 -1.16180 -1.08144
O 5.87082 0.43546 0.82447
H 3.12676 1.23167 1.35631
H -4.34654 0.60890 -2.03967
H 2.28421 2.70296 -0.79999
O 1.05004 -1.54175 0.42144
O -0.48782 0.87244 0.59156
H 5.42093 -2.01798 -3.05644
O 4.56722 4.63739 -1.50175
H -3.18238 1.94354 1.21229
H -3.18202 1.23679 -1.42326
H 1.43217 2.90055 2.15742
O -1.97495 -4.90161 3.16678
O 3.41879 -0.81788 -4.66132
H 1.72804 3.51251 -2.38466
H 1.00924 -2.38507 -2.82584
O -3.26849 0.63385 -2.15866
H -2.46023 -2.64123 0.10511
O 2.98175 0.93648 2.22468
O 1.37232 -5.51993 -2.42052
O -3.01685 3.76838 2.45134
H -1.69706 -5.72906 2.97366
O 1.26106 1.28762 -3.13109
O 5.65663 -1.36407 -2.39281
H 4.40320 2.00053 -2.35897
H -3.88521 -2.25715 -1.56866
O -2.15050 -2.18295 4.27550
O -0.78435 3.30457 -1.88543
H -2.87634 -1.84889 -3.01903
H 0.08842 -1.51401 -0.91271
H 0.75752 -5.50533 -0.14369
O 1.71743 -4.55906 3.53259
H 1.58484 -4.62084 -2.01610
H 1.75609 1.24816 -0.94538
H -2.61443 3.44716 3.37390
H 0.79785 -1.60591 1.36051
O 1.40965 -3.02518 -3.64755
H 5.15960 2.09733 -3.64740
H 1.58819 -4.28134 -0.43166
H 4.96076 3.91737 -1.06180
H -0.74509 3.49619 -4.15546
O 4.61221 1.49941 -3.13660
H 2.80688 -1.50700 -4.69496
O 2.67714 1.77438 -0.89540
O -2.40101 5.73814 1.21124
H -2.01669 -5.20527 -1.19174
O 1.61027 2.55987 4.49220
H -0.58657 4.21883 -1.51770
O -3.21387 0.03635 1.74106
O 0.16977 3.34740 -4.64762
O -4.87171 -1.98289 -1.47973
O -0.57950 -0.88098 -5.16433
H -1.02955 1.58152 0.95382
H 3.90399 -0.78461 -3.98652
H -1.07817 0.81080 5.13684
O 3.70150 -1.71408 0.85294
H 1.21202 -0.58092 0.16792
O 0.96163 -4.55929 0.11276
H -1.70778 -1.65895 -2.03893
H 0.84285 1.77397 -3.91562
H -3.67034 0.97395 0.01602
H -3.20631 5.03823 1.61195
H 1.22778 5.05476 -2.79446
O -3.32455 0.93333 -4.81108
H -5.47812 -1.91131 3.13966
H -0.12532 2.77085 -5.23318
H -3.28985 -0.00055 2.73057
H 5.66386 -0.34470 -2.94292
H 3.11709 -2.42513 0.58382
H 1.01477 3.10827 4.89177
H -2.98430 1.75051 -4.25982
H 3.63210 -1.02533 0.25262
H 2.56535 -0.68659 2.58195
O 2.18935 -1.53167 3.11286
H -3.56581 3.68975 -0.07665
H -1.78624 -1.30399 0.43217
O -3.24900 1.85791 0.27264
H 1.88379 -3.69031 3.79511
O -2.40129 -2.34263 -2.17027
O 1.81437 4.49951 -2.25304
H 0.17343 0.98668 1.39092
H -1.87527 -4.50730 2.34897
H 5.86912 -0.34584 1.36554
O -1.28275 -5.38428 -0.73524
H -3.83455 3.75754 2.79352
H 0.80636 -2.84349 -4.28180
H 0.99450 -1.10025 4.15580
H -2.66100 -0.70922 1.64940
O 0.59485 -0.94944 5.07343
O -3.84149 1.25374 4.21241
H 0.61233 -0.50964 -2.25679
H -4.49112 -1.64782 4.28456
H 1.40684 -5.22072 -3.42810
H -0.84615 -1.50922 -5.89317
H 1.90751 -4.88863 2.62994
H -1.97409 -2.13847 3.35042
H 5.37673 0.16044 0.04597
O -4.64059 -1.45310 3.28769
H -0.08869 1.73488 5.85265
H -4.60719 4.80033 -0.47385
O 1.29276 2.96526 1.27894
H -1.82796 5.00113 0.75799
H 2.47433 2.72693 4.70360
H 2.15496 0.95572 -3.52233
H -1.85238 -3.01211 4.59056
H 2.77198 1.67401 2.74593
O -1.78041 -2.24354 0.65729
H 0.84294 3.78725 1.05326
H 0.31894 -0.94192 -5.09040
O -4.07700 3.94369 -0.76628
H -2.89648 0.12973 -4.49114
H -4.40245 0.46661 4.30403
H -1.41910 2.77039 -1.35082
O 0.14775 -1.37002 -1.85035
```

Results
HOMO energy	-10.7	eV
E_LUMO	-0.631	eV
gap between HOMO and LUMO	0.370	Eh
net charge	0
multiplicity	1

=====

4 | # H80O40

A 40-piece molecular cluster, H80O40 overall (wB97M-V/def2-TZVPD, OMol25).

Structure (XYZ):
```
120
H80O40 | OMol25 | wB97M-V/def2-TZVPD
H 0.22128 1.90470 -2.43221
H 1.05603 -0.55126 4.31142
H 1.00098 -1.41338 0.12568
O -0.62915 0.61246 1.05017
H 2.54001 -4.24582 0.43161
H -4.06622 -4.25601 -2.06757
H 3.94714 -1.81855 2.83842
O 5.20769 1.88492 -0.49178
H 0.12324 -2.99793 -3.91406
O 2.22115 2.64063 -5.14687
O -5.05112 3.41173 -0.36672
O -1.57651 -3.30846 -0.48874
H -3.18250 -0.93558 -4.97049
O -0.82187 0.44140 -4.78159
H 4.72464 0.68935 -3.91837
H -0.81387 -0.23276 1.55970
H 0.75189 0.03946 -0.55789
O 3.98975 -0.56492 -1.00368
H -0.68934 2.65997 0.44655
O 1.37855 -0.60410 -0.21726
H -3.15620 5.92958 0.41841
H 5.87496 1.67465 0.16728
H -3.03499 -2.15865 -1.06601
H 0.74417 5.68141 -2.49047
H -2.84633 1.91442 1.21803
H -4.35407 -2.65413 0.14550
H 1.05113 -5.83422 -1.60764
O -1.54073 2.72266 -0.00015
O -1.88785 1.30175 4.05671
H 2.35709 2.50028 5.13371
O -0.73226 -0.92134 -2.01763
O 0.06888 -3.22517 -2.98420
H 1.84579 -4.68055 -2.01132
O 1.43165 -5.03787 -1.21518
O 4.43289 0.92874 2.30260
H -0.40322 -1.82895 -2.26011
O -3.56294 1.33248 0.91373
O 0.81032 -3.21018 1.69160
H -2.12716 4.67782 2.99200
H -2.15297 0.03910 -2.50090
H -1.25385 2.02163 3.97284
H -3.11138 -4.01957 2.16560
O -1.27535 -1.74210 1.70302
H 0.89992 -2.62397 3.78444
O 3.94211 3.71237 1.15614
O -3.21616 2.76815 -3.99873
H -0.77767 -3.41055 0.05744
H -3.11919 0.48201 0.79918
H 3.26247 -2.99085 -3.55124
H -3.20431 1.81341 -3.82450
O 1.41369 0.07947 4.97233
O -1.77296 4.15219 3.72678
H -1.32325 -2.25466 2.51789
H 3.18823 0.70244 -3.71492
H 4.81017 1.03215 -0.76410
O 1.00380 -2.58306 4.73127
O 2.49267 2.35882 4.17893
H 1.36516 -3.23465 2.47733
O -5.70292 -1.41969 1.85723
H -5.13369 -2.06276 1.39386
H 2.71817 -0.58608 1.48085
H -5.10338 -0.66714 1.95828
H 0.18677 -2.45285 1.57267
H -4.60353 2.55636 -0.20467
O -2.56093 -3.78781 2.92590
H -3.16528 -4.02916 3.64094
O 4.19759 -2.31048 3.68577
H 2.96968 1.88175 -0.10905
O 4.03668 0.52161 -3.26931
H 4.15837 -1.50975 4.23014
H 3.74075 1.08702 2.96977
H 3.26365 -2.42508 -2.29331
O -2.60729 0.59167 -1.83397
H -3.57845 2.75402 -4.89332
O -3.12964 5.03689 0.75891
O 2.56537 -2.71092 -2.92861
H 4.25889 3.75739 0.24375
H -3.10341 -1.94621 -3.93397
H 3.44159 4.52391 1.29191
H -2.97535 -5.22092 -2.44896
H -3.74477 4.43955 0.27820
H 0.98172 -3.30998 -2.61949
H -1.11843 -0.34927 -4.32207
H -2.57152 3.95012 4.22784
H -0.44401 0.23152 -5.63812
H 0.55401 0.52406 4.79404
O 1.12092 1.75237 -2.76210
H 3.24450 -3.14785 1.20909
H -0.33659 -0.28866 -2.63391
H 1.38980 2.39431 -4.71305
H 3.75734 -0.31157 -1.95482
H 3.10939 -0.68817 -0.61692
O 3.41824 -3.95312 0.69699
H -4.12586 -4.27730 0.24406
H -0.88756 1.21890 1.76046
H -1.78332 -1.72998 0.87570
H 1.89915 -2.69891 5.05681
O 3.41193 -1.24603 1.41940
O -3.74227 -1.29553 -4.26784
O 0.68359 4.72411 -2.47988
H 1.52830 3.37405 2.24845
O -3.32108 -4.35291 -2.68235
H -1.92902 0.91604 -1.23083
O 1.03529 4.19977 2.11896
H 2.47570 1.39306 4.34167
H 1.55525 2.75321 0.13811
O -3.57291 -1.54775 -0.53924
H -1.14664 -3.52682 -1.33545
H 0.05134 4.48907 -1.79398
H -3.73253 -0.83517 -1.20181
H 2.71738 3.03765 -4.42220
O 2.01255 1.98253 -0.18833
H -2.09461 1.00696 4.94328
O -4.76241 -3.56772 0.33191
H 4.15829 1.69473 1.75721
H -1.88760 3.60027 0.22884
H -4.99611 3.45541 -1.33267
H 0.83732 4.41888 3.03808
H 4.28895 -0.90509 1.24250
H 1.61856 2.12258 -1.99332
```

Results
HOMO energy	-10.2	eV
E_LUMO	-0.575	eV
gap between HOMO and LUMO	0.353	Eh
net charge	0
multiplicity	1

=====

Which of them is least stable? Easy: 3.